1.
{
  "formula": "C50H46N6O6PSSc",
  "method": "the ωB97M-V functional and the def2-TZVPD basis",
  "elements": ["Sc", "O", "C", "N", "C", "C", "C", "C", "C", "C", "N", "C", "C", "C", "C", "C", "N", "H", "H", "H", "H", "H", "H", "H", "H", "H", "H", "O", "S", "O", "O", "C", "C", "C", "C", "C", "C", "P", "C", "C", "C", "C", "C", "C", "C", "C", "C", "C", "C", "C", "H", "H", "H", "H", "H", "H", "H", "H", "H", "H", "H", "H", "H", "H", "C", "C", "C", "C", "C", "C", "C", "C", "C", "C", "H", "H", "H", "H", "H", "H", "H", "O", "C", "O", "C", "N", "C", "C", "C", "H", "H", "H", "H", "H", "H", "H", "H", "H", "N", "C", "C", "C", "C", "C", "N", "H", "H", "H", "H", "H", "H"],
  "coordinates": [[-0.3368, 0.0410, -0.0694], [0.6821, 4.3584, -0.3157], [0.4464, 3.1620, -0.5269], [0.0111, 2.2458, 0.3619], [-0.2504, 2.8818, 1.6596], [0.1902, 2.1691, 2.9096], [-0.1362, 2.7346, 4.1471], [0.3654, 2.1683, 5.2994], [1.1765, 1.0422, 5.1967], [1.4050, 0.5226, 3.9427], [0.9216, 1.0692, 2.8137], [0.6960, 2.6795, -1.9266], [0.5013, 3.5663, -2.9770], [0.7308, 3.1261, -4.2639], [1.1706, 1.8213, -4.4515], [1.3389, 1.0204, -3.3423], [1.1103, 1.4272, -2.0906], [0.2327, 3.8570, 1.6714], [-1.3121, 3.1005, 1.7603], [-0.7620, 3.6205, 4.1795], [0.1347, 2.5967, 6.2676], [1.5961, 0.5624, 6.0721], [2.0005, -0.3745, 3.8162], [0.1767, 4.5740, -2.7531], [0.5742, 3.7846, -5.1097], [1.3684, 1.4235, -5.4392], [1.6621, -0.0032, -3.4630], [-2.7932, -1.7934, -2.4331], [-1.4384, -1.4172, -2.1978], [-1.1522, 0.0346, -2.2162], [-0.8642, -1.8729, -0.8972], [-0.4493, -2.2529, -3.4131], [-1.1235, -2.6503, -4.5630], [-0.4618, -3.4010, -5.5173], [0.8549, -3.7814, -5.2981], [1.5185, -3.3899, -4.1433], [0.8982, -2.5980, -3.1799], [1.8090, -2.0205, -1.6563], [1.9232, -3.6077, -0.7264], [0.9095, -3.7767, 0.3814], [1.1762, -4.9487, 1.3694], [2.2772, -5.8989, 1.0131], [3.0571, -5.6864, -0.0409], [2.9063, -4.4904, -0.8946], [3.5529, -1.7795, -2.2084], [4.5223, -1.7268, -1.1982], [5.8352, -1.3809, -1.4800], [6.2131, -1.0644, -2.7796], [5.2627, -1.0965, -3.7903], [3.9457, -1.4470, -3.5062], [-2.1692, -2.3893, -4.6760], [-0.9799, -3.7120, -6.4167], [1.3700, -4.3945, -6.0290], [2.5406, -3.7129, -3.9845], [-0.1036, -3.7656, -0.0043], [0.2656, -5.5135, 1.5757], [2.4178, -6.7797, 1.6347], [3.8465, -6.3883, -0.2868], [3.6704, -4.3236, -1.6461], [4.2439, -1.9534, -0.1733], [6.5660, -1.3566, -0.6786], [7.2390, -0.7938, -3.0009], [5.5416, -0.8519, -4.8086], [3.2335, -1.4767, -4.3232], [-5.1138, 3.2252, 1.6959], [-4.0234, 3.4262, 0.8176], [-3.1923, 2.3893, 0.5041], [-3.3862, 1.0790, 1.0279], [-2.5169, -0.0142, 0.6730], [-2.9952, -1.2699, 0.9686], [-4.1851, -1.5018, 1.6970], [-4.9191, -0.4546, 2.1653], [-4.5506, 0.8703, 1.8167], [-5.3723, 1.9738, 2.1732], [-5.7566, 4.0569, 1.9606], [-3.8517, 4.4076, 0.3885], [-2.3715, 2.5383, -0.1819], [-2.4192, -2.1403, 0.6894], [-4.4947, -2.5213, 1.9015], [-5.8165, -0.6144, 2.7548], [-6.2379, 1.7932, 2.8024], [3.7135, -0.5960, 1.7427], [3.3269, 0.3694, 1.1296], [2.3289, 0.3461, 0.2505], [3.9986, 1.7490, 1.1924], [3.2682, 2.6961, 0.3351], [4.1762, 3.2763, -0.6710], [5.2277, 2.1873, -0.8384], [5.4187, 1.6816, 0.5988], [4.0050, 2.0400, 2.2420], [2.7199, 3.3904, 0.8291], [2.3324, 1.2888, -0.0926], [4.6409, 4.1993, -0.3114], [3.6311, 3.5047, -1.5860], [6.1495, 2.5711, -1.2748], [4.8503, 1.3852, -1.4797], [6.0865, 2.3451, 1.1508], [5.8205, 0.6710, 0.6582], [-1.4948, -1.0496, 3.3857], [-0.5984, -1.9601, 2.9179], [-0.4477, -3.1264, 3.8251], [0.5171, -4.0142, 3.6594], [1.4472, -3.9138, 2.5077], [1.1418, -2.7375, 1.5258], [0.0773, -1.7710, 1.8358], [-2.2394, -1.4023, 3.9609], [-1.7949, -0.3447, 2.7293], [-1.1457, -3.1973, 4.6530], [0.6281, -4.8478, 4.3471], [2.4858, -3.9272, 2.8456], [2.0413, -2.1550, 1.3430]],
  "mulliken_charge": [-0.708, -0.757, -0.908, 1.819, -2.290, 0.760, -1.170, -0.589, -1.062, -0.360, 0.807, 0.844, -1.125, -0.780, -1.195, -0.108, 1.179, 0.819, 0.482, 0.552, 0.419, 0.452, 0.399, 0.557, 0.443, 0.534, -0.041, -0.769, 1.385, -0.625, -0.455, 0.107, -0.768, -0.853, -0.821, -0.359, -0.234, 2.788, -0.726, -0.744, -0.003, -1.116, -0.835, 0.146, 0.793, -0.814, -0.709, -0.828, -0.917, -0.760, 0.597, 0.424, 0.442, 0.482, 0.502, 0.525, 0.389, 0.428, 0.400, 0.352, 0.488, 0.395, 0.443, 0.415, -0.678, -0.539, -1.250, 2.662, 0.286, 0.366, -1.275, -0.887, 0.968, -0.922, 0.398, 0.415, 0.338, 0.131, 0.466, 0.354, 0.387, -0.770, -0.332, 2.456, 0.133, -0.573, -0.743, 0.069, -0.985, 0.541, 0.253, -1.089, 0.424, 0.201, 0.517, -0.374, 0.439, 0.349, 0.014, 0.381, -1.223, -1.387, 0.169, 0.471, 1.296, 0.407, -0.545, 0.431, 0.436, 0.422, -0.746],
  "total_energy_ha": -4213.3252,
  "charge": 0,
  "e_homo_ev": -7.51,
  "e_lumo_ev": 0.349
}

2.
{
  "formula": "C18H9F4N5O5Ta",
  "method": "the ωB97M-V functional and the def2-TZVPD basis",
  "elements": ["Ta", "O", "C", "C", "N", "C", "C", "O", "O", "C", "C", "O", "O", "H", "H", "H", "H", "H", "H", "H", "H", "H", "F", "C", "C", "F", "C", "C", "C", "F", "C", "C", "C", "N", "C", "N", "F", "C", "C", "N", "C", "N"],
  "coordinates": [[0.1796, 0.2976, 2.1086], [-0.0493, -1.6447, 2.7935], [-0.3707, -1.9711, 4.2293], [0.2950, -0.8967, 5.0471], [-0.0186, 0.4490, 4.4781], [1.0015, 1.4398, 4.9256], [2.2109, 1.4094, 4.0206], [3.3313, 1.6270, 4.2209], [1.7485, 1.0350, 2.6768], [-1.3896, 0.9173, 4.8161], [-1.9983, 1.6899, 3.6633], [-2.8498, 2.4751, 3.6409], [-1.3677, 1.2213, 2.4192], [-0.0616, -2.4344, 2.2249], [0.0455, -2.9536, 4.4409], [-1.4560, -1.9980, 4.2953], [1.3783, -1.0311, 5.0196], [-0.0232, -0.9759, 6.0901], [1.3143, 1.2709, 5.9572], [0.5885, 2.4508, 4.8602], [-1.4033, 1.5436, 5.7093], [-2.0509, 0.0696, 5.0091], [-1.3044, -0.1647, -2.2949], [-0.6598, -0.1812, -3.4625], [-1.3666, -0.1320, -4.6285], [-2.6688, -0.0753, -4.5804], [-0.6866, -0.1452, -5.8938], [0.7453, -0.2151, -5.8467], [1.4309, -0.2682, -4.6538], [2.7423, -0.3204, -4.6844], [0.7430, -0.2555, -3.4308], [1.4354, -0.3134, -2.1537], [0.8577, -0.2014, -0.9493], [0.5325, -0.1230, 0.2035], [2.8549, -0.4900, -2.0171], [3.9887, -0.6369, -1.9085], [1.4277, -0.2243, -6.9518], [-1.3767, -0.0874, -7.1026], [-0.7383, -0.0968, -8.3688], [-0.2836, -0.0901, -9.4279], [-2.7923, -0.0125, -7.1844], [-3.9360, 0.0428, -7.3101]],
  "mulliken_charge": [1.758, -0.581, -0.465, -0.699, 0.259, -0.505, 0.330, -0.295, -0.558, -0.611, 0.419, -0.305, -0.646, 0.413, 0.457, 0.331, 0.442, 0.432, 0.480, 0.451, 0.495, 0.379, -0.270, 0.349, 0.151, -0.235, -0.036, 0.356, 0.239, -0.246, 0.633, 0.064, 1.411, -0.873, -0.538, -0.327, -0.215, 1.507, -0.239, -0.206, -0.272, -0.233],
  "total_energy_ha": -1796.6576,
  "e_above_lowest_kcal_mol": 1.29,
  "charge": 3,
  "e_homo_ev": -18.14,
  "e_lumo_ev": -12.267
}

3.
{
  "formula": "C18H22BrN2O4PdSb",
  "method": "the ωB97M-V functional and the def2-TZVPD basis",
  "elements": ["Pd", "O", "C", "O", "C", "C", "C", "N", "C", "C", "C", "O", "O", "H", "H", "H", "C", "C", "Sb", "C", "C", "C", "C", "H", "H", "H", "H", "H", "H", "H", "H", "H", "H", "H", "H", "H", "H", "H", "Br", "C", "C", "C", "N", "C", "C", "H", "H", "H", "H"],
  "coordinates": [[-1.4424, 0.8545, 0.4988], [-3.0008, -3.6376, -4.5536], [-2.9448, -2.4576, -4.8392], [-3.0958, -1.7063, -5.7882], [-2.6955, -1.5570, -3.4691], [-2.4421, -0.2043, -3.6051], [-2.1770, 0.5077, -2.4500], [-2.1771, -0.0791, -1.2495], [-2.4550, -1.3748, -1.1373], [-2.7157, -2.1762, -2.2419], [-2.4727, -2.0007, 0.3056], [-2.5205, -3.2206, 0.3436], [-2.4410, -1.1424, 1.2312], [-2.4457, 0.2676, -4.5750], [-1.9553, 1.5658, -2.4746], [-2.9094, -3.2298, -2.1108], [3.4595, 1.9938, -1.5958], [3.1639, 1.2094, -0.3223], [1.0684, 0.6214, -0.2002], [1.0591, -1.0494, -1.5961], [2.3996, -1.7250, -1.8662], [1.1738, -0.4885, 1.6742], [2.3899, -1.3841, 1.8899], [4.5237, 2.2304, -1.6621], [2.9053, 2.9332, -1.6201], [3.1899, 1.4226, -2.4866], [3.3753, 1.8041, 0.5676], [3.7558, 0.2950, -0.2717], [0.6267, -0.6700, -2.5243], [0.3451, -1.7570, -1.1707], [3.1584, -1.0087, -2.1855], [2.2878, -2.4647, -2.6620], [2.7707, -2.2415, -0.9824], [0.2485, -1.0686, 1.7042], [1.1110, 0.2592, 2.4686], [2.4287, -2.1876, 1.1553], [2.3468, -1.8469, 2.8785], [3.3199, -0.8160, 1.8286], [-0.5994, 3.1454, 6.7594], [-0.8602, 2.6187, 4.9627], [-0.2791, 3.3459, 3.9369], [-0.5149, 2.9384, 2.6376], [-1.2769, 1.8864, 2.3382], [-1.8194, 1.1779, 3.3385], [-1.6353, 1.5101, 4.6690], [0.3412, 4.2056, 4.1442], [-0.0843, 3.4755, 1.8023], [-2.4053, 0.3112, 3.0549], [-2.0835, 0.9144, 5.4505]],
  "mulliken_charge": [0.083, -0.432, 0.460, -0.459, 0.640, -0.594, -0.677, -0.157, 0.267, -0.193, 0.220, -0.687, -0.536, 0.500, 0.449, 0.585, -1.224, -0.866, 0.928, -0.571, -1.081, -0.557, -1.207, 0.358, 0.322, 0.304, 0.495, 0.405, 0.346, 0.300, 0.230, 0.416, 0.178, 0.365, 0.365, 0.228, 0.418, 0.273, -0.138, 0.325, -0.540, -0.393, -0.121, -0.284, -0.643, 0.435, 0.459, 0.565, 0.445],
  "total_energy_ha": -4051.6264,
  "spin_multiplicity": 3,
  "charge": 0,
  "e_homo_ev": [-7.50, -8.14],
  "e_lumo_ev": [-0.324, -3.714]
}

4.
{
  "formula": "C2H5N7",
  "method": "the ωB97M-V functional and the def2-TZVPD basis",
  "elements": ["N", "N", "C", "N", "C", "N", "N", "N", "N", "H", "H", "H", "H", "H"],
  "coordinates": [[1.3114, 0.0742, 2.1540], [0.7086, -0.4218, 1.0682], [-0.0445, 0.3250, 0.3691], [-0.3191, 1.6725, 0.6690], [-0.3264, -0.2692, -0.9308], [-0.8215, 0.3499, -1.9531], [-0.9367, -0.5220, -2.9252], [-0.6334, -1.6344, -2.5078], [-0.3033, -1.5791, -1.2137], [1.8037, -0.5680, 2.7636], [1.1112, 1.1383, 2.4845], [-0.3189, 2.0513, -0.2178], [-1.2608, 1.8147, 1.0612], [0.0297, -2.4314, -0.8210]],
  "mulliken_charge": [-0.487, -0.194, 0.267, -0.642, 0.687, -0.241, -0.417, -0.382, 0.147, 0.207, 0.274, 0.291, 0.221, 0.270],
  "total_energy_ha": -462.4187,
  "e_above_lowest_kcal_mol": 26.57,
  "smiles": "N/N=C(\\N)c1nnn[nH]1",
  "charge": 0,
  "e_homo_ev": -8.70,
  "e_lumo_ev": 0.803
}

5.
{
  "formula": "C22H30B2ClCoF4N5O9",
  "method": "the ωB97M-V functional and the def2-TZVPD basis",
  "elements": ["Co", "C", "C", "N", "O", "B", "F", "F", "O", "N", "C", "C", "C", "N", "O", "B", "F", "F", "O", "N", "C", "C", "C", "H", "H", "H", "H", "H", "H", "H", "H", "H", "H", "H", "H", "C", "C", "C", "C", "Cl", "C", "C", "C", "O", "C", "C", "O", "O", "H", "H", "H", "H", "H", "H", "H", "H", "O", "N", "O", "C", "C", "C", "C", "C", "H", "H", "H", "H", "H", "H", "H", "H", "H", "H"],
  "coordinates": [[-0.2614, 0.6102, -0.0417], [-1.8438, -1.1563, 3.4269], [-1.5661, -0.4940, 2.1169], [-0.4574, 0.0814, 1.8440], [0.5619, 0.0794, 2.7241], [1.6819, 1.1170, 2.5007], [2.6907, 0.6792, 3.3624], [1.2198, 2.3637, 2.8631], [2.3737, 1.1775, 1.1486], [1.6082, 1.1631, 0.0364], [2.0871, 1.5628, -1.0845], [3.4854, 2.0753, -1.2070], [1.1166, 1.4286, -2.2404], [-0.0802, 1.1357, -1.8835], [-1.0074, 0.8202, -2.8292], [-2.4592, 0.9129, -2.4022], [-3.1723, 0.3942, -3.4751], [-2.8067, 2.2163, -2.1272], [-2.9351, 0.0270, -1.2069], [-2.1516, -0.0089, -0.1191], [-2.5636, -0.5180, 0.9828], [-3.9234, -1.1139, 1.1596], [1.4763, 1.6274, -3.6780], [-1.1468, -0.7767, 4.1707], [-1.6990, -2.2380, 3.3484], [-2.8699, -0.9718, 3.7505], [3.6963, 2.7288, -0.3616], [3.6354, 2.6293, -2.1335], [4.2041, 1.2518, -1.1651], [-4.4748, -1.0270, 0.2267], [-4.4727, -0.5973, 1.9507], [-3.8515, -2.1687, 1.4391], [2.4853, 2.0253, -3.7869], [0.7640, 2.3172, -4.1304], [1.4122, 0.6874, -4.2307], [4.4862, -4.7879, 1.4409], [4.5359, -4.2893, 0.0216], [4.5686, -5.2117, -1.0218], [4.6399, -4.7982, -2.3371], [4.6768, -5.9990, -3.6127], [4.6805, -3.4538, -2.6599], [4.6450, -2.5303, -1.6323], [4.5715, -2.9304, -0.3018], [4.6070, -1.9282, 0.6235], [3.6181, -1.8986, 1.6631], [2.2055, -2.2682, 1.2208], [1.5221, -3.0063, 1.9037], [1.8551, -1.6445, 0.1240], [4.6653, -5.8634, 1.4616], [3.5128, -4.5954, 1.8960], [5.2468, -4.3006, 2.0536], [4.5371, -6.2704, -0.7966], [4.7094, -3.1362, -3.6931], [4.6394, -1.4675, -1.8361], [3.5934, -0.8685, 2.0114], [3.8942, -2.5512, 2.4873], [-0.0585, 3.8779, -0.5455], [-1.0023, 3.6714, 0.2153], [-1.0509, 2.5099, 0.7302], [0.9208, -3.9400, -1.1933], [0.3119, -2.5590, -1.5041], [1.0291, -1.9771, -2.7237], [-1.1647, -2.7558, -1.8366], [0.4096, -1.6316, -0.2815], [0.7933, -4.6194, -2.0461], [0.4402, -4.3824, -0.3171], [1.9912, -3.8658, -0.9871], [1.0701, -2.7169, -3.5329], [2.0529, -1.6961, -2.4688], [0.5013, -1.0988, -3.0915], [-1.2755, -3.5200, -2.6148], [-1.6254, -1.8386, -2.1948], [-1.7178, -3.0951, -0.9539], [-0.1062, -2.1492, 0.5326]],
  "mulliken_charge": [-3.284, -1.994, 0.600, 0.654, -0.665, 0.774, -0.420, -0.331, -0.807, 1.702, 0.727, -1.715, 0.403, 1.309, -0.566, 0.738, -0.418, -0.319, -0.683, 0.971, 1.039, -2.023, -1.664, 0.440, 0.264, 0.445, 0.317, 0.625, 0.118, 0.461, 0.365, 0.307, 0.468, 0.295, 0.239, -1.608, 1.381, -0.983, 0.188, -0.287, -0.557, -0.260, 0.487, -0.603, -1.194, 1.263, -0.706, 0.419, 0.475, 0.243, 0.289, 0.354, 0.388, 0.340, 0.293, 0.232, -0.390, -0.029, -0.126, -1.942, 2.989, -1.025, -2.039, -1.341, 0.488, 0.344, 0.056, 0.572, -0.149, 0.019, 0.508, 0.204, 0.289, 1.046],
  "total_energy_ha": -4099.6167,
  "e_above_lowest_kcal_mol": 0.00,
  "spin_multiplicity": 4,
  "charge": -2,
  "e_homo_ev": [-1.12, -1.94],
  "e_lumo_ev": [3.896, 3.895]
}

> Which formula does entry 4 have?

C2H5N7

> Number 4 is which compound?

C2H5N7

> Which of these has the lowest charge?

C22H30B2ClCoF4N5O9

> Which value of charge does entry 3 give?

0